{
  "formula": "C24H29HfN3O8",
  "method": "ωB97M-V/def2-TZVPD",
  "total_charge": 3,
  "energy_ev": -47472.5310,
  "homo_energy_ev": [-16.804, -16.804],
  "orbital_gap_ev": [5.4, 2.8],
  "multiplicity": 2,
  "species": ["Hf", "C", "C", "C", "O", "H", "H", "H", "H", "H", "H", "H", "C", "C", "C", "O", "H", "H", "H", "H", "H", "H", "H", "C", "C", "C", "C", "C", "C", "N", "O", "O", "H", "H", "H", "H", "H", "C", "C", "C", "C", "C", "C", "N", "O", "O", "H", "H", "H", "H", "H", "C", "C", "C", "C", "C", "C", "N", "O", "O", "H", "H", "H", "H", "H"],
  "positions_angstrom": [[1.7280, -0.0801, 1.9037], [-0.7121, 3.9744, 2.7607], [-0.8831, 2.4984, 2.5071], [-1.9552, 2.1343, 1.4396], [0.2651, 1.7368, 2.3219], [-0.1099, 4.2285, 3.6330], [-1.6656, 4.3847, 3.0931], [-0.4796, 4.5796, 1.8845], [-1.2098, 2.1937, 3.5014], [-1.9058, 1.0917, 1.1256], [-1.8206, 2.6817, 0.5067], [-2.9682, 2.2224, 1.8323], [-1.2910, -2.2534, -1.2429], [-0.0663, -1.3650, -1.0509], [-0.2830, -0.0625, -1.7418], [0.4696, -1.2297, 0.2380], [-1.3411, -2.6496, -2.2571], [-2.2436, -1.8559, -0.8925], [-1.2173, -3.1298, -0.5990], [0.6768, -1.9189, -1.6247], [-0.8357, 0.6952, -1.1863], [-0.8913, -0.1307, -2.6437], [0.6941, 0.4012, -1.8772], [-5.1622, -2.1931, 2.8599], [-4.1655, -2.1836, 1.8704], [-2.8744, -1.8339, 2.2180], [-2.5761, -1.3259, 3.4745], [-3.5811, -1.2991, 4.4647], [-4.8487, -1.7889, 4.1898], [-1.2468, -0.8900, 3.8867], [-0.3482, -0.9038, 3.0150], [-1.0381, -0.5219, 5.0061], [-6.1548, -2.5721, 2.6661], [-4.4694, -2.5595, 0.9046], [-2.1611, -1.9372, 1.4136], [-3.4505, -0.7030, 5.3558], [-5.7825, -1.7008, 4.7253], [1.9862, -4.4246, -3.1879], [2.9650, -3.5954, -3.6210], [3.7625, -2.8459, -2.7379], [3.4214, -2.8970, -1.3465], [2.5323, -3.8938, -0.8795], [1.7156, -4.5020, -1.7903], [4.0012, -1.9785, -0.3560], [5.1776, -1.8359, -0.4140], [3.2937, -1.3399, 0.4386], [1.3329, -4.9147, -3.8945], [3.2270, -3.3364, -4.6362], [4.5706, -2.1949, -3.0375], [2.3992, -4.0695, 0.1778], [0.9725, -5.1385, -1.3331], [0.9329, 4.9788, -3.1186], [0.2448, 4.3771, -2.1013], [0.8164, 3.3350, -1.4478], [2.1768, 3.0478, -1.7858], [2.8579, 3.7812, -2.7768], [2.2160, 4.7380, -3.4871], [2.8569, 1.9949, -1.0825], [3.9359, 1.5165, -1.5354], [2.1898, 1.4320, -0.1467], [0.2889, 5.6690, -3.6434], [-0.7867, 4.6296, -1.9047], [0.1801, 2.8075, -0.7526], [3.9063, 3.6588, -3.0055], [2.7312, 5.2660, -4.2759]],
  "atomic_forces_ev_per_a": [[-8.99, 2.84, -5.00], [-0.19, 1.01, -0.29], [-1.78, -0.28, 0.61], [0.41, -0.34, 0.19], [5.80, -4.28, -1.38], [0.63, -0.32, -0.36], [-0.45, -0.34, -0.19], [0.49, -0.11, -0.02], [-0.59, -0.63, 0.10], [0.39, -0.28, 0.32], [-0.16, 0.46, 0.18], [0.07, 0.57, -0.05], [-0.30, -0.99, 1.75], [-0.42, -0.08, -0.69], [0.22, 1.48, -0.06], [1.91, 1.61, 3.89], [-0.14, 0.47, -0.08], [-0.01, 0.60, -0.52], [0.37, -0.36, 0.07], [0.70, -0.14, -0.35], [-0.17, -0.36, 0.71], [0.57, -0.33, -0.32], [-0.07, 0.10, -0.65], [1.49, -0.11, 0.83], [-1.16, -0.47, 1.28], [0.40, 0.19, -1.28], [-0.86, -0.58, 0.87], [-0.52, 0.80, 0.09], [-0.67, 0.17, -2.62], [-0.63, 0.37, 0.77], [2.08, -0.42, -1.64], [-0.03, -0.15, -0.39], [-0.08, 0.18, -0.22], [0.51, 0.13, -0.26], [0.55, 0.20, 0.32], [0.35, -0.41, 0.32], [0.65, 0.11, 1.26], [-0.84, 0.32, -0.39], [0.98, 0.75, -0.71], [-0.49, 0.48, 2.18], [-1.97, -1.93, 0.78], [2.33, 3.44, 0.93], [-0.07, -1.83, -0.89], [1.37, 0.58, -0.23], [0.38, -0.05, -0.12], [-0.96, -0.22, 0.84], [0.03, -0.21, -0.02], [-0.48, -0.78, -0.49], [0.11, 0.01, -0.33], [-0.05, 0.13, 0.09], [-0.55, -0.09, -0.57], [-2.20, 1.95, -1.11], [-0.40, -0.74, 0.21], [1.11, -0.38, 0.32], [-0.51, 0.19, 0.66], [1.22, -1.07, 0.74], [0.23, 0.14, -0.22], [1.58, -2.06, -1.85], [-2.98, 1.42, 1.96], [0.72, -0.13, 0.88], [0.48, 0.49, -0.43], [0.01, 0.14, -0.03], [0.64, -0.37, 0.28], [0.10, -0.58, 0.33], [-0.17, 0.09, -0.01]],
  "mulliken_spin": [-0.02, 0.00, 0.00, 0.00, 0.01, 0.00, 0.00, 0.00, 0.00, 0.00, 0.00, 0.00, 0.00, 0.01, -0.01, 0.03, 0.00, 0.00, 0.00, 0.03, 0.00, 0.00, 0.00, 0.00, 0.00, 0.00, 0.00, 0.00, 0.00, 0.00, 0.00, 0.00, 0.00, 0.00, 0.00, 0.00, 0.00, 0.13, 0.04, 0.26, 0.08, 0.16, 0.23, 0.00, 0.01, 0.00, 0.01, 0.00, 0.00, 0.01, 0.00, 0.00, 0.00, 0.00, 0.00, 0.00, 0.00, 0.00, 0.00, 0.00, 0.00, 0.00, 0.00, 0.00, 0.00]
}